# 1
Computed, not measured: a molecular structure, C22H33CoN4O7Sb, with wB97M-V/def2-TZVPD.

Last column: Mulliken charge in e.
CARTESIAN COORDINATES (ANGSTROEM)
Co -0.02 -1.40 0.32  -0.0565
O 1.17 -1.30 4.09  -0.6487
C 1.27 -1.30 2.90  0.3627
O 0.18 -1.39 2.12  -0.3862
C 2.60 -1.20 2.21  0.3294
C 3.71 -1.28 3.02  -0.7090
C 4.97 -1.22 2.46  -0.5174
C 5.16 -1.09 1.11  -0.2458
C 4.05 -1.00 0.29  -0.7344
C 2.74 -1.04 0.81  0.9891
O 1.69 -0.88 0.03  0.0920
N 4.31 -0.86 -1.16  0.9886
O 5.47 -0.84 -1.51  -0.6437
O 3.36 -0.72 -1.91  -0.5654
N 6.16 -1.31 3.34  1.0818
O 5.96 -1.43 4.53  -0.6137
O 7.24 -1.25 2.81  -0.6154
H 3.58 -1.38 4.09  0.6601
H 6.15 -1.06 0.68  0.6690
N -1.53 -5.14 -0.23  -0.0380
C -1.51 -4.80 -1.56  -0.6006
C -1.03 -3.54 -1.62  -0.4521
N -0.76 -3.11 -0.33  0.1939
C -1.08 -4.10 0.49  -0.3814
H -1.82 -6.02 0.16  0.2247
H -1.83 -5.48 -2.34  0.4225
H -0.83 -2.93 -2.48  0.4653
H -0.98 -4.09 1.56  0.5524
C -4.01 0.11 0.23  -1.7268
C -3.25 0.65 -0.98  1.4090
C -3.86 1.96 -1.46  -1.4111
C -3.26 -0.38 -2.10  -1.5737
Sb -1.17 0.90 -0.36  1.5746
C -1.04 2.21 1.40  1.4060
C -1.88 3.46 1.16  -1.7123
C -1.57 1.41 2.59  -1.4330
C 0.43 2.56 1.61  -1.5835
C 0.06 1.46 -2.10  1.6888
C 1.37 2.06 -1.61  -1.6372
C 0.33 0.15 -2.84  -1.4882
C -0.70 2.45 -2.97  -1.7467
H -5.02 -0.17 -0.08  0.5091
H -4.11 0.87 1.01  0.3309
H -3.54 -0.77 0.67  0.3268
H -4.90 1.77 -1.73  0.5013
H -3.36 2.36 -2.34  0.2609
H -3.86 2.73 -0.69  0.2569
H -4.30 -0.54 -2.42  0.5455
H -2.87 -1.35 -1.78  0.2957
H -2.71 -0.05 -2.98  0.2940
H -2.95 3.24 1.15  0.3247
H -1.61 3.99 0.25  0.3198
H -1.70 4.15 2.00  0.5021
H -2.61 1.13 2.48  0.2577
H -1.49 2.05 3.48  0.5303
H -0.99 0.51 2.78  0.0707
H 0.81 3.24 0.86  0.3248
H 1.07 1.67 1.64  0.1506
H 0.52 3.05 2.59  0.5609
H 1.88 1.42 -0.88  0.1928
H 1.24 3.06 -1.19  0.2981
H 2.04 2.15 -2.47  0.5396
H 0.93 -0.54 -2.24  0.0119
H 0.93 0.38 -3.73  0.6255
H -0.58 -0.34 -3.18  0.1823
H -1.00 3.35 -2.43  0.3286
H -1.59 2.00 -3.42  0.3612
H -0.04 2.76 -3.78  0.5083

Output
2S+1: 5
E_HOMO (alpha / beta): -11.95 / -11.96 eV
LUMO energy (alpha / beta): -2.8 / -5.7 eV
Net charge: +1
E_tot: -87795.0115 eV
Expectation value of S²: 6.0165
Energy above the lowest of the compared OMol25 structures with the same formula, charge and spin: 2.4 kcal/mol

# 2
Computed, not measured: a molecular structure, C32H20BrN8OPbS2, with wB97M-V/def2-TZVPD.

Last column: Mulliken charge in e.
CARTESIAN COORDINATES (ANGSTROEM)
Pb 0.08 0.77 1.27  1.2733
Br -4.65 1.24 -4.92  -0.1738
C -3.49 0.65 -3.62  -0.1006
C -2.32 -0.09 -3.95  -0.4261
C -1.42 -0.35 -2.96  -0.3951
C -1.62 0.02 -1.58  0.2031
O -0.82 -0.46 -0.68  -0.6633
C -2.75 0.88 -1.29  0.2442
C -2.91 1.70 -0.12  0.0666
N -2.14 1.73 1.00  -0.1133
C -2.62 2.39 2.10  0.6805
C -3.45 3.53 2.00  -0.4829
C -3.94 4.16 3.16  -0.8551
C -3.48 3.78 4.41  -0.8271
C -2.58 2.68 4.52  1.3063
C -2.15 2.31 5.80  -0.5569
C -1.19 1.32 5.90  -0.8770
C -0.88 0.62 4.71  0.0623
N -1.24 0.99 3.48  -0.2572
C -2.09 2.03 3.37  -0.1192
C -3.70 1.09 -2.32  -0.7570
H -2.22 -0.48 -4.96  0.4343
H -0.47 -0.83 -3.20  0.4004
H -3.80 2.40 -0.21  0.0452
H -3.79 3.79 1.01  0.4393
H -4.70 4.96 3.06  0.3492
H -3.79 4.25 5.34  0.3587
H -2.62 2.78 6.71  0.3369
H -0.72 0.93 6.81  0.4107
H -0.31 -0.34 4.83  0.1651
H -4.65 1.53 -2.09  0.4984
C 0.87 -5.27 -3.16  -0.3815
C 2.11 -4.82 -3.62  -0.5279
C 2.77 -3.79 -2.98  -0.4275
C 2.11 -3.11 -1.93  0.4190
C 0.86 -3.56 -1.46  0.0529
C 0.26 -4.66 -2.12  -0.8996
N 2.65 -1.90 -1.41  0.8768
N 3.22 -1.16 -2.39  -0.5487
C 3.17 0.17 -2.28  0.3927
C 3.87 0.95 -3.30  -0.7481
C 3.53 2.28 -3.46  -0.2719
C 2.49 2.79 -2.65  -0.9601
C 2.04 2.07 -1.56  -0.1061
N 2.43 0.82 -1.36  -0.0343
H 0.44 -6.13 -3.65  0.4238
H 2.48 -5.28 -4.54  0.3694
H 3.75 -3.41 -3.32  0.4259
H 0.36 -3.07 -0.62  0.3480
H -0.77 -5.03 -1.84  0.3304
H 4.46 0.37 -3.99  0.4730
H 4.00 2.96 -4.18  0.4063
H 2.08 3.75 -2.85  0.4459
H 1.38 2.49 -0.83  0.5053
S 0.77 -1.75 2.92  -0.3629
C 1.72 -2.99 2.26  0.7899
C 1.61 -4.31 2.87  -0.1510
N 1.46 -5.36 3.34  -0.3923
C 2.64 -2.82 1.23  0.0405
S 2.75 -1.38 0.25  0.2223
C 3.57 -3.80 0.83  -0.0072
N 4.34 -4.51 0.36  -0.5149
N 2.34 3.26 2.63  -0.0033
C 1.63 2.62 1.99  -0.1500
H 3.05 3.58 3.27  0.2955

Output
E_HOMO (alpha / beta): -9.80 / -9.80 eV
LUMO energy (alpha / beta): -5.5 / -5.5 eV
Net charge: +1
E_tot: -144425.4510 eV
Energy above the lowest of the compared OMol25 structures with the same formula, charge and spin: 25.7 kcal/mol

# 3
Computed, not measured: a molecular structure, C38H45N3OP2Ti, with wB97M-V/def2-TZVPD.

Last column: Mulliken charge in e.
CARTESIAN COORDINATES (ANGSTROEM)
Ti -0.79 0.78 0.19  -0.6962
C 1.23 0.67 2.91  -0.6799
P 2.31 0.71 1.45  1.8247
C 3.58 1.96 1.63  0.3648
C 3.45 2.89 2.66  -0.8060
C 4.40 3.89 2.83  -0.9214
C 5.48 3.96 1.96  -0.5910
C 5.61 3.04 0.93  -0.8604
C 4.67 2.04 0.76  0.0324
C 3.11 -0.90 1.43  0.4857
C 4.42 -0.96 1.94  -1.3226
C 5.06 -2.18 2.09  -0.8895
C 4.42 -3.35 1.74  -0.7935
C 3.12 -3.30 1.25  -0.9908
C 2.47 -2.09 1.11  0.9394
C 0.24 -0.44 2.70  -0.3150
C -0.07 -1.49 3.51  -1.2860
C -0.82 -2.43 2.75  -1.4034
C -0.92 -1.94 1.48  -0.3419
C -1.32 -2.66 0.22  -1.4708
P -1.58 -1.53 -1.20  2.1194
C -0.27 -1.70 -2.44  0.5362
C -0.54 -1.29 -3.75  -0.8861
C 0.48 -1.26 -4.69  -0.9243
C 1.77 -1.65 -4.34  -0.7311
C 2.03 -2.07 -3.04  -0.5152
C 1.01 -2.09 -2.10  -0.2526
C -3.09 -2.20 -1.93  1.0508
C -3.01 -3.21 -2.88  -0.9430
C -4.16 -3.84 -3.34  -0.7804
C -5.40 -3.46 -2.84  -0.6622
C -5.49 -2.47 -1.87  -0.9329
C -4.34 -1.85 -1.42  -0.2193
N -0.33 -0.66 1.43  2.4620
H 0.77 1.65 3.05  0.1728
H 1.85 0.45 3.77  0.8782
H 2.62 2.85 3.35  0.2350
H 4.29 4.61 3.63  0.4630
H 6.22 4.74 2.09  0.4413
H 6.46 3.09 0.26  0.4425
H 4.81 1.31 -0.03  0.5373
H 4.95 -0.06 2.22  0.4521
H 6.07 -2.20 2.48  0.4896
H 4.92 -4.30 1.85  0.4349
H 2.60 -4.22 1.00  0.5357
H 1.44 -2.08 0.80  -0.2538
H 0.25 -1.60 4.54  0.6282
H -1.16 -3.39 3.08  0.6361
H -2.30 -3.14 0.36  0.8193
H -0.62 -3.47 -0.03  0.6021
H -1.54 -1.02 -4.05  0.4729
H 0.26 -0.96 -5.70  0.4656
H 2.56 -1.64 -5.08  0.4365
H 3.02 -2.40 -2.77  0.5105
H 1.24 -2.44 -1.10  -0.4683
H -2.05 -3.52 -3.29  0.4820
H -4.10 -4.62 -4.08  0.4665
H -6.30 -3.95 -3.20  0.4252
H -6.45 -2.19 -1.46  0.4763
H -4.43 -1.11 -0.63  0.2521
C -3.35 0.78 1.66  -1.6748
N -2.24 1.75 1.58  0.7366
C -1.80 2.12 2.94  -1.2878
C -2.64 3.01 0.90  -0.8755
C -3.19 2.74 -0.48  -1.2268
N -2.28 1.87 -1.28  0.8697
C -3.11 1.20 -2.32  -1.4162
C -1.30 2.71 -2.01  -1.3904
H -4.26 1.25 2.04  0.3512
H -3.04 -0.03 2.33  0.3468
H -3.55 0.35 0.68  0.7000
H -2.63 2.58 3.48  0.5063
H -0.99 2.83 2.86  0.3459
H -1.48 1.22 3.47  0.3046
H -1.75 3.64 0.87  0.4471
H -3.40 3.53 1.50  0.5023
H -3.35 3.68 -1.01  0.5030
H -4.15 2.23 -0.42  0.4515
H -3.63 1.97 -2.90  0.4776
H -3.83 0.54 -1.86  0.3411
H -2.46 0.64 -2.98  0.2468
H -1.81 3.38 -2.70  0.5718
H -0.62 2.06 -2.56  0.2477
H -0.74 3.32 -1.31  0.4530
C 1.88 1.85 -1.14  -1.3683
C 1.21 1.30 0.10  1.3526
O 0.29 2.15 0.75  -0.2962
H 1.26 2.64 -1.56  0.5618
H 2.02 1.08 -1.90  0.0983
H 2.85 2.30 -0.93  0.4865

Output
E_HOMO: -13.35 eV
LUMO energy: -5.8 eV
Net charge: +2
E_tot: -88335.5529 eV
Energy above the lowest of the compared OMol25 structures with the same formula, charge and spin: 0.6 kcal/mol